33
Properties=species:S:1:pos:R:3:lowdin_charge:R:1 method="wB97M-V/def2-TZVPD" energy_ha=-4290.56439 largest_force_ha_per_bohr=0.08058 orbital_gap_ev=3.2 total_charge=+4
C 0.0241 -1.8335 -3.5595 0.01
O 0.6812 -0.6074 -3.1889 -0.31
C 1.1062 -0.5456 -1.8383 -0.17
C 0.1829 0.3658 -1.0828 -0.05
C -0.2179 1.5661 -1.6899 -0.22
P 0.3560 2.0301 -3.3215 0.90
O 0.1234 3.5414 -3.5572 -0.13
Br 2.3650 1.6276 -3.8882 0.95
C -1.1237 2.4757 -1.1066 0.05
C -1.6516 2.2045 0.1415 0.12
C -1.2408 1.0381 0.7403 0.00
C -0.3407 0.1262 0.1956 0.02
C -0.1494 -0.9741 1.1821 -0.25
O 0.6109 -1.9644 0.9506 -0.12
N -0.9182 -0.7807 2.2916 0.09
C -0.2638 -0.5033 3.6602 -0.09
S 0.9529 -1.6877 4.3005 0.66
O 2.1313 -0.9517 4.5638 -0.19
O 0.4365 -2.3498 5.4414 -0.22
C -1.6530 0.4772 2.0547 -0.32
O -2.4105 0.9608 2.7914 0.32
H -0.1098 -1.8149 -4.6348 0.12
H -0.9605 -1.9282 -3.1017 0.11
H 0.6545 -2.6910 -3.3348 0.12
H 1.1750 -1.5432 -1.4250 0.13
H 2.1094 -0.1035 -1.8483 0.12
H 0.9291 4.0486 -3.3056 0.15
H -1.4024 3.3758 -1.6358 0.15
H -2.3650 2.8551 0.6312 0.17
H -1.0656 -0.5117 4.3985 0.14
H 0.1422 0.5061 3.6638 0.15
H 1.2423 -2.7647 3.4147 -0.11
Zr 0.6497 -3.6439 2.0970 1.69

---

26
Properties=species:S:1:pos:R:3:lowdin_charge:R:1 method="wB97M-V/def2-TZVPD" energy_ha=-390.61610 largest_force_ha_per_bohr=0.02441 smiles=Cc1ccccc1.CCC orbital_gap_ev=10.1 total_charge=0
C 1.4045 -1.9630 -1.7974 -0.05
C 1.4181 -1.0988 -0.5648 -0.28
C 0.5000 -1.2864 0.4508 -0.08
C 0.4756 -0.4957 1.5911 -0.10
C 1.4641 0.4686 1.7517 -0.10
C 2.3648 0.6922 0.7216 -0.10
C 2.3646 -0.0751 -0.4325 -0.05
H 1.1305 -2.9824 -1.5602 0.07
H 2.4215 -2.0217 -2.1923 0.08
H 0.7368 -1.6302 -2.5895 0.08
H -0.2441 -2.0614 0.2869 0.11
H -0.2876 -0.5219 2.3592 0.10
H 1.3839 1.1635 2.5777 0.10
H 3.2234 1.3525 0.8308 0.10
H 3.0385 0.1817 -1.2398 0.11
C -3.3434 1.2359 0.8145 -0.12
C -2.2975 0.7240 -0.1928 -0.31
C -2.5085 1.3170 -1.6029 -0.11
H -4.2907 0.7518 0.5921 0.07
H -3.5458 2.3002 0.7161 0.06
H -3.0068 0.9920 1.8219 0.06
H -1.2762 0.8902 0.1360 0.07
H -2.4411 -0.3613 -0.1657 0.09
H -2.8861 0.6578 -2.3830 0.06
H -3.2482 2.1171 -1.4788 0.06
H -1.6295 1.8500 -1.9512 0.06

---

7
Properties=species:S:1:pos:R:3:lowdin_charge:R:1 method="wB97M-V/def2-TZVPD" energy_ha=-933.39108 largest_force_ha_per_bohr=0.03814 smiles=NP(O)Cl orbital_gap_ev=10.2 total_charge=0
N -0.1092 -0.2078 -0.7786 -0.25
P 1.1851 0.8670 -0.6311 0.50
O 0.7441 1.8332 0.6176 -0.38
Cl 2.6612 -0.5811 0.2525 -0.03
H -0.1205 -0.7330 0.1031 0.02
H -0.1147 -0.8898 -1.5503 0.05
H 1.3738 2.4754 1.0559 0.09

---

15
Properties=species:S:1:pos:R:3:lowdin_charge:R:1 method="wB97M-V/def2-TZVPD" energy_ha=-345.67432 largest_force_ha_per_bohr=0.00899 smiles="O[C@@]12C=C[C@@H]1C2.O" orbital_gap_ev=9.7 total_charge=0
O -2.4788 -0.0144 0.4691 0.04
C -1.1162 0.0180 0.2446 -0.46
C -0.1991 1.1693 0.6347 -0.01
C 0.6959 0.3464 1.1997 -0.03
C -0.1125 -0.9026 0.8871 -0.15
C -0.4199 -1.0348 -0.5964 -0.01
H -2.9193 0.3480 -0.3114 0.11
H -0.1768 2.2157 0.3387 0.11
H 1.7183 0.4803 1.5467 0.11
H -0.3320 -1.7063 1.5792 0.14
H -1.0781 -1.8760 -0.8129 0.11
H 0.2963 -0.8560 -1.4006 0.08
O 2.4199 0.6753 -1.1579 -0.07
H 2.0923 0.1289 -1.8843 0.03
H 1.6100 1.0083 -0.7363 -0.01

---

18
Properties=species:S:1:pos:R:3:lowdin_charge:R:1 method="wB97M-V/def2-TZVPD" energy_ha=-327.10813 largest_force_ha_per_bohr=0.02861 smiles="CCC(=O)N(C)C" orbital_gap_ev=10.0 total_charge=0
C -1.8870 1.3154 0.5705 -0.09
C -1.1289 0.8869 -0.6948 -0.16
C -0.5657 -0.5162 -0.5864 -0.49
O -1.2579 -1.4836 -0.8545 0.05
N 0.7344 -0.6475 -0.2131 -0.15
C 1.2788 -1.9949 -0.1847 -0.05
C 1.5010 0.4024 0.4308 -0.05
H -1.1869 1.6437 1.3409 0.06
H -2.5032 2.1923 0.3886 0.07
H -2.5095 0.5248 0.9776 0.08
H -0.3217 1.6063 -0.8628 0.10
H -1.7941 0.9576 -1.5480 0.11
H 1.0508 -2.5235 0.7335 0.09
H 1.0466 -2.5104 -1.1085 0.09
H 2.3647 -1.8771 -0.2312 0.08
H 2.2623 -0.0369 1.0724 0.09
H 2.0524 1.0339 -0.2756 0.09
H 0.8639 1.0267 1.0453 0.07

---

42
Properties=species:S:1:pos:R:3:lowdin_charge:R:1 method="wB97M-V/def2-TZVPD" energy_ha=-2204.02111 largest_force_ha_per_bohr=0.11531 s2=6.065 multiplicity=5 orbital_gap_ev="6.6 / 7.8" total_charge=0
C 1.0125 2.6189 0.1787 -0.04
C 0.3837 1.6630 1.2344 -0.26
C -0.5285 0.6653 0.7085 -0.09
Fe -2.5004 -0.7923 -2.0357 0.26
C -1.1374 -2.0172 -2.1937 -0.09
O -0.1239 -2.5539 -2.2079 0.12
C -1.4112 0.5818 -2.6560 -0.09
O -0.5596 1.2199 -3.1115 0.11
C -3.4546 -1.4276 -0.4134 -0.18
C -3.9690 -2.0456 -1.6006 -0.20
C -4.4226 -1.0112 -2.4874 -0.16
C -4.1798 0.2585 -1.8483 -0.19
C -3.5980 -0.0023 -0.5564 -0.18
H 0.9195 3.5863 0.6757 0.07
H 2.0765 2.4452 -0.1079 0.08
H 0.3361 2.8178 -0.6868 0.08
H -0.1328 2.0978 2.1967 0.17
H -0.5343 0.4024 -0.3748 0.11
H -1.4781 0.5124 1.3096 0.14
H -3.0693 -1.9406 0.4683 0.11
H -4.0692 -3.1185 -1.7709 0.12
H -4.9344 -1.1561 -3.4344 0.11
H -4.4478 1.2322 -2.2409 0.11
H -3.3792 0.7401 0.2056 0.10
C 0.6692 0.1201 3.0410 -0.02
C 0.6797 0.0775 1.4697 -0.50
C 0.1155 -1.3034 1.2534 -0.26
N -0.3049 -2.3851 1.1758 0.19
C 2.1371 -0.0375 0.8494 -0.16
C 3.1369 0.7702 1.4294 -0.05
C 4.4487 0.6623 0.9602 -0.08
C 4.7401 -0.2336 -0.0614 -0.09
C 3.7448 -1.0631 -0.6078 -0.05
C 2.4210 -0.9346 -0.1455 -0.02
H 1.2468 0.9924 3.3611 0.08
H -0.3661 0.1596 3.4197 0.11
H 1.1110 -0.7957 3.4432 0.10
H 2.8657 1.4875 2.1986 0.12
H 5.2144 1.3252 1.3969 0.11
H 5.7581 -0.2902 -0.4552 0.10
H 3.9552 -1.7768 -1.3910 0.10
H 1.6286 -1.5511 -0.5885 0.10

---

16
Properties=species:S:1:pos:R:3:lowdin_charge:R:1 method="wB97M-V/def2-TZVPD" energy_ha=-363.06201 largest_force_ha_per_bohr=0.01563 smiles="C[C@@H](N)CC(=O)O" orbital_gap_ev=10.1 total_charge=0
C 0.6272 -0.3007 1.8939 -0.08
C 0.7164 0.1830 0.4449 -0.43
N 1.3054 -0.9081 -0.3286 0.03
C -0.6776 0.7136 0.0009 -0.06
C -1.1278 0.6442 -1.4333 -0.53
O -1.6676 1.5551 -2.0007 0.10
O -0.9740 -0.5588 -2.0157 0.09
H 0.1408 -1.2844 1.9335 0.08
H 1.6300 -0.3862 2.3166 0.08
H 0.0409 0.3745 2.5300 0.08
H 1.4344 1.0010 0.4054 0.13
H 0.6770 -1.6971 -0.3688 0.07
H 1.4800 -0.6896 -1.3078 0.07
H -0.7408 1.7539 0.2768 0.12
H -1.4723 0.1868 0.5395 0.13
H -1.3920 -0.5874 -2.8866 0.13

---

13
Properties=species:S:1:pos:R:3:lowdin_charge:R:1 method="wB97M-V/def2-TZVPD" energy_ha=-1062.83349 largest_force_ha_per_bohr=0.10499 s2=2.015 multiplicity=3 orbital_gap_ev="5.8 / 6.2" total_charge=-1
C 0.4700 -0.6755 1.0427 -0.56
C 0.1723 1.3982 -0.5036 -0.45
O -1.9740 -0.4386 -0.1669 -0.22
O -1.2161 -2.1740 -1.8375 -0.27
O 0.2374 -1.5719 0.0526 -0.23
O -0.1318 0.0923 -1.7667 -0.19
P 1.5540 0.6831 0.3878 0.79
P -0.8831 -1.0664 -0.9722 0.05
H -0.4652 -0.3735 1.4479 0.06
H 1.1398 -1.1091 1.8979 0.09
H 0.3666 2.3267 -1.1438 0.04
H -0.7381 1.3114 0.0547 -0.01
H 1.4682 1.5972 1.5070 -0.09

---

42
Properties=species:S:1:pos:R:3:lowdin_charge:R:1 method="wB97M-V/def2-TZVPD" energy_ha=-3281.99521 largest_force_ha_per_bohr=0.06522 orbital_gap_ev=6.2 total_charge=0
C 0.9980 -1.4472 1.6847 -0.21
C -0.7491 -1.4307 2.0093 -0.39
H 1.1872 -2.5085 1.5976 -0.01
H 1.2662 -1.1146 2.7284 0.09
H 1.6917 -0.8327 1.0186 0.06
H -1.8393 -1.4372 1.6646 0.03
H -0.6261 -2.4154 2.5097 0.03
H -0.6381 -0.5991 2.7086 0.03
C 1.9802 -1.0039 -1.9712 -0.08
C 2.5325 -1.0104 -3.2483 -0.03
C 1.7095 -0.7930 -4.3465 -0.03
C 0.3579 -0.5460 -4.1214 0.01
H 2.5617 -1.2104 -1.0697 0.12
H 3.5965 -1.2040 -3.3630 0.11
H 2.1138 -0.7937 -5.3564 0.12
H -0.3255 -0.3445 -4.9333 0.11
N 0.6860 -0.7224 -1.7614 0.02
C -0.1519 -0.5513 -2.8182 -0.18
C -1.5707 -0.3244 -2.4909 -0.19
N -1.8875 -0.3531 -1.1758 -0.01
C -3.1540 -0.2268 -0.7691 -0.09
C -3.8929 0.1027 -3.0267 -0.03
C -4.1825 0.0021 -1.6735 -0.03
H -3.3036 -0.3203 0.3083 0.12
H -5.1915 0.1195 -1.2965 0.11
C -2.5729 -0.0650 -3.4327 0.01
H -2.2777 0.0537 -4.4613 0.10
H -4.6735 0.3149 -3.7519 0.12
Zn -0.2783 -0.6611 0.0177 0.14
I -0.8820 -3.3648 -0.0129 0.24
S 0.0115 1.6459 0.5472 0.60
C 0.8263 1.8294 2.0495 -0.74
C 0.0944 2.0116 3.2471 -0.15
C 0.7393 2.1794 4.4673 -0.10
C 2.1441 2.1673 4.5244 -0.10
C 2.8881 2.0635 3.3337 -0.10
C 2.2379 1.9096 2.1167 -0.14
H -0.9871 2.1317 3.1597 0.10
H 0.1425 2.3225 5.3708 0.10
H 2.6488 2.3584 5.4774 0.10
H 3.9791 2.1146 3.3617 0.10
H 2.7910 1.9539 1.1775 0.09

---

80
Properties=species:S:1:pos:R:3:lowdin_charge:R:1 method="wB97M-V/def2-TZVPD" energy_ha=-2545.47142 largest_force_ha_per_bohr=0.01442 orbital_gap_ev=8.3 total_charge=+2
In -0.2222 0.0450 0.2537 0.88
O 0.8441 0.7142 2.1073 -0.06
C 1.9597 0.4012 2.5693 -0.12
C 2.9578 -0.4148 1.9812 -0.11
C 4.1352 -0.6654 2.7145 0.07
C 5.0819 -1.5080 2.2149 -0.13
C 4.8955 -2.1669 0.9878 0.04
C 3.7690 -1.9276 0.2501 0.02
C 2.7848 -1.0112 0.6969 -0.32
O 1.7806 -0.7421 -0.0831 -0.18
N 6.3210 -1.7380 2.9710 -0.35
O 7.0882 -2.5708 2.5328 0.10
O 6.4710 -1.1029 3.9948 0.10
H 2.1940 0.7927 3.5685 0.16
H 4.2976 -0.1921 3.6751 0.14
H 5.6587 -2.8574 0.6566 0.13
H 3.6023 -2.4207 -0.6988 0.12
C -3.5933 0.0449 3.5203 0.03
C -3.0820 -0.0258 2.1186 -0.43
C -4.0893 -0.0939 1.0208 0.01
O -1.8696 0.0053 1.9110 -0.04
H -4.6630 -0.1353 3.5782 0.10
H -3.3801 1.0480 3.9011 0.11
H -3.0593 -0.6545 4.1637 0.11
H -4.7723 0.7541 1.1164 0.12
H -4.7016 -0.9897 1.1484 0.10
H -3.6260 -0.1038 0.0364 0.06
C -3.0498 -3.5278 0.0720 -0.06
O -1.8843 -3.3393 0.9036 -0.28
P -0.6029 -2.5254 0.4186 0.74
O -0.2526 -3.0678 -1.0395 -0.30
C 0.1229 -4.4438 -1.2697 -0.05
O 0.4966 -3.0262 1.4377 -0.29
C 0.4584 -4.2481 2.2185 -0.04
H -3.0498 -4.5474 -0.3078 0.10
H -3.0662 -2.8237 -0.7604 0.08
H -3.9266 -3.3865 0.6976 0.09
H 0.3268 -4.5325 -2.3320 0.10
H -0.6857 -5.1224 -0.9994 0.09
H 1.0165 -4.6939 -0.6994 0.10
H 0.0386 -4.0308 3.1973 0.10
H 1.4864 -4.5824 2.3230 0.10
H -0.1368 -5.0170 1.7348 0.09
C 0.9276 -0.3514 -5.4850 0.01
N 0.3116 -0.3169 -4.1679 -0.06
C -1.1139 -0.4923 -3.9249 0.02
C -1.1823 -0.2768 -2.4262 -0.48
O -2.1421 -0.3406 -1.6657 0.01
N 0.0541 0.0435 -1.9838 0.09
C 0.9183 -0.0186 -3.0205 -0.35
N 2.2104 0.2242 -2.8692 0.26
H 0.2800 -0.8969 -6.1656 0.11
H 1.8838 -0.8730 -5.4436 0.10
H 1.0794 0.6553 -5.8777 0.11
H -1.4562 -1.4875 -4.2131 0.16
H -1.7193 0.2500 -4.4514 0.16
H 2.5614 0.1885 -1.9221 0.11
H 2.8601 0.0974 -3.6268 0.13
C 0.6175 3.0607 0.1119 -0.16
N -0.6904 2.3192 0.0446 -0.11
C -1.3570 2.7078 -1.2443 -0.16
N -1.5467 4.1331 -1.3397 -0.07
C -0.2404 4.7960 -1.2593 -0.14
N 0.4268 4.4840 0.0064 -0.07
C -0.4271 4.9319 1.1135 -0.13
N -1.7343 4.2690 1.0630 -0.07
C -1.5531 2.8434 1.1584 -0.16
C -2.3726 4.5902 -0.2158 -0.14
H 1.2482 2.7101 -0.7110 0.13
H 1.0898 2.8295 1.0655 0.12
H -2.3217 2.1990 -1.2968 0.13
H -0.7258 2.3815 -2.0684 0.12
H -0.3804 5.8730 -1.3380 0.14
H 0.3868 4.4662 -2.0903 0.13
H -0.5686 6.0089 1.0398 0.14
H 0.0617 4.7069 2.0627 0.14
H -2.5250 2.3520 1.0900 0.12
H -1.0787 2.5843 2.1064 0.13
H -2.5045 5.6686 -0.2884 0.14
H -3.3514 4.1100 -0.2689 0.14

---

18
Properties=species:S:1:pos:R:3:lowdin_charge:R:1 method="wB97M-V/def2-TZVPD" energy_ha=-327.05500 largest_force_ha_per_bohr=0.00605 smiles="C/C=C(/NC)OC" orbital_gap_ev=8.4 total_charge=0
C 0.3788 -2.2953 0.6179 -0.13
C 0.9250 -0.9980 0.0920 -0.13
C 0.1497 0.0186 -0.3236 -0.41
N 0.5050 0.8367 -1.3702 -0.01
C 0.0822 2.1870 -1.6467 -0.09
O -1.1026 0.2700 0.1710 -0.08
C -1.1812 0.1935 1.5935 -0.07
H 0.5998 -2.5165 1.6699 0.07
H -0.7073 -2.3211 0.4854 0.07
H 0.7900 -3.1245 0.0281 0.07
H 1.9667 -0.9815 -0.2123 0.09
H 1.2985 0.4965 -1.8883 0.13
H -0.2527 2.2674 -2.6871 0.08
H 0.8999 2.9017 -1.5010 0.08
H -0.7556 2.4655 -1.0053 0.08
H -2.2171 0.4070 1.8546 0.09
H -0.5227 0.9407 2.0503 0.10
H -0.9146 -0.7908 1.9939 0.07

---

81
Properties=species:S:1:pos:R:3:lowdin_charge:R:1 method="wB97M-V/def2-TZVPD" energy_ha=-1395.21903 largest_force_ha_per_bohr=0.05840 smiles=CCO.CCO.CCO.CCO.CCO.CCO.CCO.CCO.CCO orbital_gap_ev=9.7 total_charge=0
C -16.5077 -19.7555 3.8700 -0.08
C -16.3597 -18.6919 2.7606 -0.33
O -15.1275 -18.0576 3.0221 -0.10
H -16.5158 -19.3962 4.8990 0.07
H -15.6945 -20.4720 3.7540 0.07
H -17.4744 -20.2397 3.7311 0.06
H -17.1315 -17.9245 2.8203 0.10
H -16.3973 -19.2368 1.8173 0.10
H -14.9608 -17.4483 2.2992 0.02
C -16.2662 -13.5003 0.1281 -0.07
C -16.2174 -14.1082 -1.2858 -0.30
O -15.4680 -15.2820 -1.2756 -0.09
H -16.9077 -14.1586 0.7141 0.08
H -16.6874 -12.4950 0.1411 0.08
H -15.2925 -13.4024 0.6081 0.04
H -15.8526 -13.4385 -2.0646 0.11
H -17.2342 -14.3304 -1.6098 0.11
H -15.4940 -15.6193 -2.1740 0.11
C -17.8497 -17.4607 -0.6123 -0.09
C -19.2853 -17.6628 -0.2546 -0.38
O -19.3270 -18.3956 0.8845 -0.06
H -17.3858 -16.8611 0.1709 0.07
H -17.7753 -16.9962 -1.5956 0.07
H -17.2902 -18.3948 -0.6614 0.08
H -19.8102 -18.2814 -0.9826 0.11
H -19.8794 -16.7579 -0.1271 0.12
H -18.9456 -19.2307 0.6039 0.09
C -15.7426 -14.8896 5.2073 -0.08
C -15.7818 -15.6449 6.5896 -0.26
O -15.9380 -14.6056 7.5816 -0.10
H -14.8236 -14.3440 4.9930 0.04
H -16.5363 -14.1503 5.0993 0.06
H -15.8248 -15.5784 4.3665 0.05
H -14.8761 -16.2235 6.7710 0.11
H -16.5743 -16.3933 6.5808 0.10
H -16.8333 -14.2611 7.5458 0.07
C -13.0248 -14.7416 2.7205 -0.04
C -13.3339 -15.4580 1.3433 -0.28
O -14.6290 -15.9764 1.3100 -0.10
H -11.9804 -14.5393 2.9579 0.07
H -13.5055 -15.3157 3.5125 0.05
H -13.5396 -13.7808 2.7139 0.05
H -12.5894 -16.2084 1.0772 0.11
H -13.2804 -14.6942 0.5676 0.08
H -15.0051 -15.7556 0.4548 0.03
C -15.5410 -11.3536 3.0194 -0.08
C -16.3921 -10.2074 3.4883 -0.32
O -16.6671 -9.3643 2.4011 -0.07
H -15.9356 -12.0235 2.2555 0.05
H -15.3632 -12.0682 3.8231 0.07
H -14.5672 -11.0478 2.6368 0.06
H -15.8261 -9.5948 4.1900 0.12
H -17.2757 -10.5817 4.0052 0.11
H -17.3043 -9.7872 1.8208 0.08
C -11.7701 -14.4158 -3.0242 -0.09
C -11.5723 -15.6902 -2.2291 -0.30
O -10.2267 -15.8815 -1.7220 -0.08
H -12.7907 -14.3974 -3.4065 0.07
H -11.1291 -14.3093 -3.8993 0.07
H -11.6141 -13.5207 -2.4220 0.06
H -11.7633 -16.5705 -2.8429 0.11
H -12.3375 -15.7177 -1.4533 0.08
H -9.6935 -16.3711 -2.3525 0.08
C -11.1090 -11.3897 5.6011 -0.08
C -10.7140 -11.1067 4.1548 -0.34
O -9.4544 -10.4841 4.0330 -0.07
H -10.3449 -12.0090 6.0711 0.07
H -12.0852 -11.8577 5.7281 0.07
H -11.0651 -10.4542 6.1587 0.07
H -11.4719 -10.4738 3.6931 0.09
H -10.6722 -12.0363 3.5871 0.10
H -9.2975 -10.3481 3.0957 0.08
C -13.0482 -10.7131 -1.0555 -0.09
C -12.8198 -11.4373 0.2385 -0.31
O -12.2459 -10.5202 1.1709 -0.09
H -13.6406 -11.3611 -1.7016 0.06
H -12.1172 -10.4544 -1.5599 0.08
H -13.6510 -9.8108 -0.9532 0.08
H -12.1068 -12.2464 0.0804 0.11
H -13.7364 -11.8351 0.6741 0.08
H -12.9189 -9.9023 1.4659 0.07